Record 1
Computed, not measured: C22H42Cl3N2O4SiV as an isolated structure at a distorted geometry, with wB97M-V/def2-TZVPD.

```
75
Properties=species:S:1:pos:R:3:forces:R:3
C 2.5678 -2.6248 -2.0352 -0.104 -0.078 0.270
C 2.0318 -1.7693 -3.1452 -0.308 0.039 -1.150
H 2.2016 -3.6575 -2.1277 0.048 0.230 0.120
H 2.2588 -2.2088 -1.0676 0.161 -0.216 -0.120
H 3.6692 -2.6811 -2.0653 -0.305 0.126 0.010
C 1.9600 -2.2139 -4.4210 0.031 0.639 1.055
C 2.3183 -3.5929 -4.8569 0.107 -0.380 -0.432
H 1.6298 -1.5592 -5.2246 0.057 -0.019 0.299
H 1.8573 -4.3764 -4.2451 0.125 0.128 0.027
H 3.3995 -3.7680 -4.8794 -0.026 -0.014 0.167
H 1.9736 -3.7356 -5.8843 -0.004 -0.128 0.049
V 0.9743 0.0983 2.7811 -0.901 -1.263 -0.071
Cl 2.4136 1.2962 3.9933 1.749 1.249 1.221
Cl 1.9392 0.6866 0.7693 0.568 0.516 -1.231
C 0.2440 2.8062 2.2483 0.115 -1.059 0.155
O -0.2976 1.7204 2.5566 0.041 1.936 -0.379
N -0.4799 3.8695 1.8939 -0.593 0.229 0.002
C -1.9323 3.7286 1.8777 0.202 -0.065 -0.056
C 0.1044 5.0942 1.3615 0.220 -0.479 0.010
H 1.3416 2.9176 2.2538 -0.398 -0.022 -0.006
H -2.2901 3.4253 2.8711 0.043 0.039 -0.296
H -2.2511 2.9773 1.1400 0.057 0.211 0.226
H -2.3325 4.7066 1.6142 -0.241 -0.140 0.031
H 1.0248 5.3300 1.9056 -0.176 0.031 -0.117
H -0.6297 5.8904 1.4899 0.253 0.080 0.024
H 0.3406 4.9882 0.2933 -0.068 0.081 0.173
H -0.4085 -4.8155 4.0126 -0.175 -0.037 -0.251
H 0.0415 -3.3999 1.0230 -0.205 0.030 0.044
C -1.3761 -4.6212 3.5234 0.161 -0.033 0.301
C -0.9984 -3.6818 1.2321 0.258 0.018 -0.061
N -1.2976 -3.4635 2.6486 -0.282 -0.031 0.097
H -2.1126 -4.4381 4.3161 0.053 -0.167 -0.211
C -1.2045 -2.2549 3.2068 1.067 2.062 -1.281
O -0.8916 -1.2027 2.5949 -1.513 -2.270 1.309
H -1.6704 -3.1081 0.5846 0.127 -0.015 0.260
H -1.3980 -2.2033 4.2937 -0.022 -0.330 -0.154
H -1.6597 -5.4990 2.9305 -0.042 0.253 0.299
H -1.1438 -4.7489 1.0320 0.040 0.251 -0.026
O 0.6117 -0.4966 -1.6704 -1.051 0.074 -0.983
C 1.5878 -0.3584 -2.7316 -0.026 -0.292 0.629
C 0.0387 0.1412 -4.7019 0.104 0.831 -0.074
C 1.1293 0.5057 -3.8999 0.138 -0.183 -0.029
H -0.4252 -0.8279 -4.5494 -0.108 0.266 0.059
C -0.4584 1.0454 -5.6561 0.228 -0.410 0.214
H 2.4574 0.1140 -2.2330 -0.253 0.033 -0.306
C 1.8151 1.6897 -4.1839 -0.227 -0.300 -0.009
H -1.3738 0.7958 -6.1941 0.266 0.054 0.025
C 0.2009 2.2516 -5.8982 -0.320 -0.124 0.009
C 1.3568 2.5417 -5.1830 0.386 0.521 -0.025
H 2.7040 1.9200 -3.5944 -0.265 0.106 -0.150
H -0.2063 2.9654 -6.6272 0.270 -0.357 0.311
H 1.9027 3.4711 -5.3845 -0.235 -0.351 0.075
Si -0.7758 0.4386 -1.3490 0.682 -0.312 -1.218
Cl 1.8171 -2.1211 2.4505 0.644 -0.983 0.420
C -2.1708 0.0326 -2.5817 -0.142 0.349 -0.451
C -0.2937 2.2385 -1.4371 -0.023 0.500 -0.048
C -1.6133 -0.0251 0.2016 0.758 -0.148 0.418
H -2.1120 0.5950 -3.5210 -0.069 -0.187 0.154
H -3.1398 0.2845 -2.1237 0.234 -0.035 0.048
H -2.2060 -1.0394 -2.8232 0.097 0.171 0.068
H -2.1276 -0.9788 0.0865 -0.033 -0.019 0.047
H -2.3114 0.7139 0.5947 0.001 0.087 -0.163
H -0.8129 -0.1443 0.9265 -0.416 -0.013 -0.071
H -0.0217 2.5649 -2.4512 -0.175 -0.123 0.205
H 0.5711 2.4236 -0.7826 -0.248 -0.168 -0.092
H -1.1347 2.8599 -1.0969 0.098 -0.009 -0.051
C -1.1081 0.4200 6.8877 0.230 -0.062 0.101
C 0.1464 0.1504 6.0662 -0.016 0.160 -0.689
O -0.1292 0.2451 4.6520 -0.738 -0.286 1.213
H -1.5219 1.4137 6.6711 0.130 -0.212 -0.012
H -0.8540 0.3815 7.9512 -0.059 0.044 -0.053
H -1.8865 -0.3337 6.7181 0.082 0.073 -0.082
H 0.9298 0.8943 6.2597 -0.205 -0.221 -0.025
H 0.5739 -0.8451 6.2409 -0.146 0.133 0.210
H -1.0769 0.1614 4.4721 0.286 -0.013 0.022
```
Positions in Å, forces in eV/Å.

Molecular weight   584.0 g mol⁻¹
Relative energy (zero: lowest compared OMol25 entry of this formula, charge and spin)   0.00 kcal/mol
Kohn-Sham gap (spin up / spin down)   4.90 / 7.17 eV
E   -3888.2600 hartree
2S+1   4
Total charge   -1
LUMO (spin up / spin down)   2.501 / 2.495 eV
HOMO (spin up / spin down)   -2.40 / -4.67 eV
Maximum force   0.0588 hartree/bohr

***

Record 2
Computed, not measured: a 10-piece molecular cluster, C22H42N2O32S6 overall at a distorted geometry, with wB97M-V/def2-TZVPD.

```
104
Properties=species:S:1:pos:R:3:forces:R:3
C 4.0464 -4.6020 -0.9808 0.760 -1.087 -1.809
N 2.6787 -4.1224 -0.7333 2.018 2.757 1.269
O 2.5025 -2.9164 -1.0139 -0.653 -1.180 -0.370
O 1.9993 -4.7659 -0.0065 -1.489 -0.837 0.101
H 4.0348 -5.2338 -1.8689 -0.351 -0.164 -0.098
H 4.3893 -5.2691 -0.1899 -0.159 0.574 0.225
H 4.6924 -3.7815 -1.2930 -0.162 0.063 0.713
C -0.3181 -3.5882 5.2311 0.025 0.235 1.556
N 1.0083 -3.0702 5.0378 4.707 1.233 1.971
O 1.3228 -2.6177 3.9425 -0.483 -0.467 0.336
O 1.7972 -3.0171 6.0392 -2.422 -0.389 -2.820
H -0.3561 -3.7304 6.3111 -0.357 -0.290 -0.157
H -0.3929 -4.5472 4.7185 -0.559 0.514 -0.385
H -0.8840 -2.6845 5.0047 -0.905 -0.818 -0.579
O -1.8071 -1.3899 1.3058 -1.197 -1.042 -0.210
C -0.6451 -1.0594 1.2506 2.308 2.536 2.802
O -0.0710 -0.5220 2.3471 -3.439 -2.306 -0.857
C 1.1459 0.1001 2.0726 2.150 0.861 -0.516
C 1.3193 -0.0738 0.5575 1.860 0.577 0.454
C 0.1822 -0.8844 0.0314 -1.006 -0.063 -1.312
H 1.9220 -0.3424 2.6970 -0.072 -0.693 -0.268
H 1.1195 1.1106 2.4805 -0.464 0.260 -0.656
H 2.1841 -0.7022 0.3445 0.378 0.387 0.051
H 1.3915 0.8730 0.0223 0.117 -0.047 0.175
H 0.4416 -1.8078 -0.4864 -0.070 -0.305 0.418
H -0.4043 -0.2957 -0.6739 -0.264 -0.106 -0.119
O 6.9286 -0.2113 3.6968 -0.867 -2.385 -2.256
C 6.3810 -0.9795 2.8916 -0.393 4.289 3.370
O 6.8661 -2.0808 2.4131 2.229 -1.019 0.628
C 6.0413 -2.6520 1.4555 -0.382 -0.628 -1.374
C 4.6680 -2.0928 1.7450 -1.109 -0.714 -0.574
C 4.9631 -0.7698 2.3700 -0.053 0.491 0.520
H 6.1258 -3.7371 1.5150 -0.069 0.053 0.143
H 6.4265 -2.3459 0.4829 -0.094 0.009 -0.261
H 4.1611 -2.7453 2.4559 0.020 0.021 0.200
H 3.9982 -2.0368 0.8869 0.239 -0.056 -0.266
H 4.2571 -0.5532 3.1718 0.387 0.099 0.266
H 4.9550 0.1145 1.7328 0.077 -0.152 -0.362
C 2.3943 -0.4667 -3.4837 1.064 -1.552 -0.522
C 3.2505 0.2576 -4.4733 0.022 0.274 -0.811
O 3.6694 1.4694 -3.8375 -0.105 0.433 1.473
S 2.5779 1.9680 -2.6949 1.387 0.659 -1.096
O 1.7471 2.9856 -3.3086 0.815 -1.468 1.308
O 3.2645 2.2825 -1.4203 -1.986 -1.556 -3.005
O 1.7688 0.5329 -2.7862 -1.511 2.647 2.272
H 2.9134 -1.1100 -2.7732 0.315 -0.089 -0.163
H 1.6780 -1.0719 -4.0395 -0.205 0.095 0.309
H 2.6316 0.5236 -5.3301 0.019 0.151 -0.114
H 4.0900 -0.3282 -4.8477 0.220 0.319 0.348
C -1.4308 -0.9565 -4.1341 0.105 -0.980 0.065
C -2.4787 -2.0810 -4.2346 -1.419 1.631 -2.422
O -2.1866 -3.1561 -3.3886 1.021 -0.827 0.822
S -0.6248 -3.1567 -2.9642 0.294 0.673 -1.421
O 0.2412 -3.7852 -3.9535 -1.647 1.082 1.695
O -0.5010 -3.5420 -1.5747 -0.414 0.933 -1.764
O -0.5509 -1.5101 -3.1726 1.659 -0.886 2.114
H -1.8895 -0.0296 -3.7900 0.312 -0.150 0.396
H -0.8386 -0.7225 -5.0189 -0.303 -0.329 -0.267
H -2.6064 -2.3897 -5.2722 0.342 -0.482 0.051
H -3.4337 -1.6047 -4.0131 -0.171 -0.650 0.699
C -4.6881 2.1704 -2.3136 -1.418 1.813 0.180
C -4.3924 3.2912 -1.2526 -1.503 -1.805 -0.760
O -3.0006 3.3834 -1.4454 3.252 0.099 1.044
S -2.2781 1.9209 -1.4231 -0.394 -0.681 -0.815
O -2.2881 1.3033 -0.0908 -0.075 1.098 -1.790
O -0.9801 1.7934 -2.1545 -4.153 0.967 1.709
O -3.5780 1.3069 -2.2681 2.334 -1.014 0.431
H -4.7962 2.6564 -3.2832 0.572 -0.121 -0.234
H -5.6253 1.6266 -2.1953 0.276 -0.259 0.561
H -4.7098 2.9810 -0.2570 0.583 -0.094 0.235
H -4.8926 4.2414 -1.4394 0.515 -0.022 -0.401
C 0.8175 5.5378 0.4253 -0.041 0.268 -0.826
C 0.4953 4.0402 0.1838 0.007 0.674 -1.406
O 1.1638 3.3023 1.1814 0.724 -0.361 1.546
S 2.2158 4.2217 2.0831 1.533 0.167 -1.143
O 3.5415 4.1999 1.4326 -3.252 0.005 1.466
O 2.1221 3.9005 3.4987 -0.373 0.523 -2.661
O 1.4157 5.5799 1.7007 1.061 -0.465 1.739
H -0.0208 6.2343 0.4378 -0.366 -0.589 0.379
H 1.4659 5.9943 -0.3226 0.507 -0.545 -0.020
H 0.8504 3.6776 -0.7809 0.322 0.325 -0.086
H -0.5798 3.8671 0.1366 -0.092 -0.130 0.893
C -2.9927 2.3366 3.0164 -0.156 0.105 0.584
C -1.4341 2.4057 3.0312 -1.194 -0.114 -1.523
O -1.0707 3.7766 3.0555 -1.456 1.481 -0.172
S -2.3614 4.8059 2.7251 -0.200 0.618 1.307
O -2.2099 5.5114 1.4476 -0.174 -1.717 2.552
O -2.6108 5.5513 3.9709 0.418 -1.810 -3.204
O -3.4941 3.5868 2.4956 1.822 1.102 0.347
H -3.3789 2.1456 4.0176 -0.047 0.444 0.147
H -3.4462 1.5740 2.3833 0.535 -0.055 -0.224
H -1.0984 2.0463 2.0585 0.290 -0.370 0.122
H -1.0017 1.8380 3.8552 0.036 0.379 0.047
C -5.0607 -1.8678 0.0937 -0.242 -0.679 -1.053
C -4.3654 -1.7058 -1.2481 1.919 -1.146 0.204
O -5.3048 -1.4867 -2.3082 -1.353 0.706 1.311
S -6.8346 -1.2143 -1.6170 -0.301 -2.112 -0.302
O -7.5801 -2.4601 -1.7629 1.674 2.168 0.642
O -7.4947 -0.0094 -2.0563 1.760 -1.008 0.802
O -6.1992 -1.0286 -0.1055 -1.309 0.542 -0.197
H -4.4162 -1.6536 0.9462 -0.368 1.156 -0.119
H -5.3448 -2.8954 0.3204 -0.526 -0.108 -0.521
H -3.7555 -2.5926 -1.4209 -0.546 -0.512 -0.529
H -3.5604 -0.9723 -1.2045 -0.671 0.938 -0.180
```
Positions in Å, forces in eV/Å.

Molecular weight   1039.0 g mol⁻¹
Kohn-Sham gap (spin up / spin down)   7.89 / 2.59 eV
E   -5769.0024 hartree
2S+1   2
Total charge   +1
LUMO (spin up / spin down)   -3.841 / -9.147 eV
HOMO (spin up / spin down)   -11.74 / -11.74 eV
Maximum force   0.1063 hartree/bohr

***

Record 3
Computed, not measured: C22H42NO3 as an isolated structure at a distorted geometry, with wB97M-V/def2-TZVPD.

```
68
Properties=species:S:1:pos:R:3:forces:R:3
C 7.9496 -3.3714 1.7039 -6.395 -2.624 -4.144
H 8.7353 -3.3832 2.2477 5.048 -0.001 4.383
C 6.5123 -3.5810 2.4767 7.105 -0.222 1.200
C 5.4269 -3.6025 1.5491 1.428 -2.898 -1.718
C 4.2166 -3.9460 2.1551 -4.374 2.087 6.198
C 3.9004 -2.7278 3.3377 -1.190 -0.410 0.083
C 2.5889 -2.8266 3.9892 -1.507 -10.168 -3.922
H 2.2717 -4.0350 4.3772 1.480 3.485 -0.753
H 2.1789 -2.2587 4.6451 -1.791 4.322 4.170
O 1.3837 -2.9163 2.8645 3.285 -8.338 3.698
C 0.9144 -1.8618 2.6123 -4.280 -0.952 -8.699
O 1.3753 -0.8644 2.8234 2.731 10.593 3.253
C -0.0034 -2.0501 1.1628 -4.831 2.713 11.088
N -0.2986 -0.9071 0.4512 2.593 0.336 -5.429
C 1.0609 -0.7124 -0.3064 -0.103 8.841 4.855
H 1.0322 0.1420 -0.9836 -0.788 -0.428 -0.445
H 1.6324 -1.4186 -0.6939 1.436 -4.276 -1.369
H 1.8097 -0.0905 0.5347 -2.104 -2.285 -2.007
C -1.3093 -1.4012 -0.6973 6.538 1.139 0.293
H -2.0690 -1.6625 -0.1485 -4.647 -1.720 2.129
H -1.3362 -0.6328 -1.3851 -0.786 1.606 -1.255
H -0.6382 -2.1557 -1.0460 -0.689 -1.149 -0.804
C -0.8796 0.2851 1.1698 -0.941 0.366 -0.307
H -0.2565 0.5030 2.1713 -1.870 -0.783 -2.210
H -2.0470 -0.1790 1.2217 3.028 1.999 0.705
C -0.7590 1.6304 0.2509 2.558 2.085 1.729
O -1.0559 1.6064 -1.1687 -3.728 -0.100 4.206
C -2.6252 2.0360 -1.1487 9.395 10.324 -10.387
H -3.0629 1.5880 -0.4963 -5.338 -5.793 7.183
C -2.5563 3.6947 -0.9792 -6.385 -3.694 1.939
H -3.3273 3.7807 -0.0978 1.948 0.905 -1.174
H -1.5831 3.9160 -0.8364 2.881 1.329 0.961
C -3.1651 4.1735 -2.2788 2.385 -0.454 -1.098
H -3.4860 5.1398 -2.3023 -1.205 2.774 0.431
C -1.9031 4.0966 -3.3419 -10.564 2.693 0.336
H -2.3852 4.6126 -4.0895 0.068 0.966 -2.510
H -1.1322 4.4281 -3.0200 9.163 5.726 3.908
C -1.7495 2.7845 -3.3823 1.535 -12.510 -5.126
H -1.9256 2.3003 -4.5459 0.835 1.142 2.611
H -0.8098 2.1993 -3.0185 -1.324 1.927 -1.030
C -2.8914 2.1392 -2.7012 -3.390 -5.612 2.959
C -3.1821 0.6316 -2.8803 -0.567 -2.857 -7.455
H -2.2929 -0.0945 -3.1999 -1.326 1.825 1.181
H -3.6505 0.5997 -4.1536 0.902 -0.162 3.438
H -3.9462 -0.0615 -2.3609 1.118 1.942 -0.161
C -4.1178 3.1099 -2.9064 2.804 -0.295 5.064
C -4.5813 3.3410 -4.2796 0.525 -5.123 -0.264
H -3.8274 3.3832 -5.0979 -0.748 -0.083 0.713
H -5.2388 4.0890 -4.2334 -2.400 3.383 -0.458
H -5.2592 2.3971 -4.2985 0.975 1.317 -1.400
C -5.3154 2.7329 -1.8799 3.428 11.215 0.464
H -5.0568 2.6581 -0.8330 0.047 0.214 0.047
H -6.1544 3.5967 -2.0873 2.019 -1.843 1.036
H -5.7268 1.9916 -2.2014 -4.652 -9.038 -3.425
H 0.3613 2.0672 0.1908 -2.122 -1.570 0.852
H -1.2482 2.5232 1.0317 0.706 -2.449 -2.714
H -0.9895 -2.2275 1.8147 1.265 -0.195 -1.506
H 0.2332 -2.9518 0.9100 1.652 -4.800 -3.330
H 3.7561 -1.7946 2.8968 0.564 1.861 -1.546
H 4.4767 -2.4215 4.2563 0.706 -1.204 -1.110
H 3.3219 -4.0283 1.5261 0.230 0.055 0.266
H 4.2396 -4.7226 2.9510 0.303 -0.532 -1.403
H 5.5157 -4.4219 0.7970 0.914 0.958 -0.172
H 5.5305 -2.6485 1.2021 -0.872 2.506 -2.184
H 6.7997 -4.4840 2.9955 -1.004 -0.521 0.609
H 6.6623 -2.7316 3.1724 -1.266 -0.421 -0.111
H 8.1401 -4.2085 0.9296 -0.615 1.412 0.895
H 7.8596 -2.4353 1.2518 0.202 1.464 -1.256
```
Positions in Å, forces in eV/Å.

Molecular weight   368.6 g mol⁻¹
Relative energy (zero: lowest compared OMol25 entry of this formula, charge and spin)   479.55 kcal/mol
Kohn-Sham gap   9.32 eV
E   -1142.9746 hartree
Total charge   +1
LUMO   -2.197 eV
HOMO   -11.52 eV
Maximum force   0.3384 hartree/bohr